Record 1
Molecular formula: C20H41FN2O10S
Method: DFT, wB97M-V/def2-TZVPD

ORCA input file:
```
! wB97M-V def2-TZVPD RIJCOSX def2/J DEFGRID3
* xyz 0 1
C 3.271 0.277 -5.006
O 2.972 1.656 -4.981
C 2.417 2.133 -3.770
C 1.109 2.901 -3.934
C -0.114 2.064 -4.280
N 0.133 0.995 -5.293
C -0.673 -0.208 -5.092
O 0.037 -1.213 -4.388
N 0.372 -0.815 -3.035
O -0.529 -0.927 -2.317
S 0.058 1.563 -6.831
O 0.308 2.961 -6.872
O -1.078 1.048 -7.517
F 1.304 0.858 -7.418
H 4.174 0.131 -5.598
H 3.463 -0.127 -4.011
H 2.478 -0.302 -5.478
H 3.131 2.854 -3.363
H 2.270 1.339 -3.036
H 0.910 3.319 -2.947
H 1.225 3.723 -4.634
H -0.491 1.581 -3.384
H -0.921 2.714 -4.625
H -0.955 -0.670 -6.030
H -1.594 0.046 -4.561
C -0.342 1.750 1.312
C -0.379 2.491 0.004
C -1.000 3.865 0.022
O 0.072 2.011 -1.013
H 0.129 0.779 1.166
H 0.234 2.327 2.035
H -1.356 1.601 1.688
H -0.452 4.506 0.715
H -2.040 3.800 0.347
H -0.965 4.297 -0.976
C 2.692 -4.953 -1.490
C 2.360 -3.598 -0.909
C 0.969 -3.419 -0.354
O 3.175 -2.704 -0.889
H 3.718 -4.951 -1.853
H 2.583 -5.725 -0.727
H 2.020 -5.178 -2.320
H 0.792 -4.124 0.458
H 0.230 -3.582 -1.140
H 0.858 -2.408 0.030
C -1.022 -2.645 4.600
C -0.245 -2.975 3.350
C 1.242 -2.707 3.382
O -0.791 -3.432 2.371
H -2.073 -2.874 4.442
H -0.642 -3.235 5.438
H -0.924 -1.585 4.836
H 1.707 -3.291 4.178
H 1.425 -1.648 3.568
H 1.691 -2.980 2.431
C -4.814 -4.425 3.204
C -5.201 -3.095 3.805
C -6.609 -2.963 4.333
O -4.415 -2.179 3.859
H -3.781 -4.382 2.863
H -4.916 -5.216 3.948
H -5.461 -4.653 2.355
H -6.783 -3.696 5.122
H -7.327 -3.134 3.529
H -6.755 -1.963 4.735
C 0.895 4.958 5.389
C 1.602 4.601 4.105
C 3.090 4.844 4.053
O 1.003 4.142 3.160
H -0.165 4.735 5.294
H 1.309 4.380 6.216
H 1.020 6.020 5.602
H 3.590 4.262 4.829
H 3.301 5.902 4.214
H 3.474 4.547 3.081
*
```

The SMILES is COCCCN(CON=O)S(=O)(=O)F.CC(C)=O.CC(C)=O.CC(C)=O.CC(C)=O.CC(C)=O.


Record 2
Molecular formula: C20H47BrCl2IKN6Na2O11P
Method: DFT, wB97M-V/def2-TZVPD

ORCA input file:
```
! wB97M-V def2-TZVPD RIJCOSX def2/J DEFGRID3
* xyz -1 1
O 7.636 -0.510 -1.287
C 7.079 0.690 -0.693
C 7.362 1.963 -1.529
O 6.254 2.435 -2.280
C 5.185 2.788 -1.426
O 4.006 2.036 -1.616
C 4.003 1.172 -2.719
C 2.672 0.491 -2.791
N 2.532 -0.818 -2.752
C 3.524 -1.886 -2.630
O 3.523 -2.394 -1.319
O 4.021 -1.393 -0.450
C 1.221 -1.250 -2.874
C 0.551 0.015 -2.957
N 1.474 1.019 -2.919
C 1.197 2.458 -3.016
C -0.135 2.851 -2.381
C -0.357 2.233 -0.991
I -0.020 3.550 0.665
H 6.917 -0.952 -1.747
H 7.527 0.857 0.292
H 6.015 0.482 -0.525
H 8.148 1.684 -2.269
H 7.828 2.721 -0.887
H 4.945 3.850 -1.587
H 5.438 2.692 -0.361
H 4.731 0.367 -2.582
H 4.162 1.684 -3.681
H 3.228 -2.723 -3.264
H 4.540 -1.552 -2.854
H 3.245 -0.938 -0.079
H 0.875 -2.265 -2.884
H -0.536 0.211 -3.024
H 1.133 2.684 -4.090
H 2.058 2.984 -2.598
H -0.957 2.568 -3.046
H -0.110 3.939 -2.270
H -1.414 1.958 -0.918
H 0.216 1.325 -0.807
Cl -0.003 -1.657 -5.429
Na -1.634 -1.468 -3.712
O -3.410 1.786 0.483
P -4.532 1.061 1.179
N -4.737 2.147 2.495
C -4.620 1.857 3.908
C -5.105 3.518 2.178
N -3.621 -0.319 1.613
C -3.562 -0.932 2.925
C -2.330 -0.481 0.946
N -5.989 0.170 1.584
C -6.291 -0.840 0.533
C -7.228 0.940 1.773
H -5.167 0.954 4.195
H -5.051 2.655 4.516
H -3.574 1.753 4.213
H -6.171 3.599 1.909
H -4.525 3.896 1.332
H -4.921 4.195 3.011
H -2.895 -0.386 3.602
H -3.182 -1.954 2.840
H -4.545 -1.028 3.386
H -1.568 0.184 1.373
H -2.416 -0.275 -0.119
H -1.974 -1.511 1.027
H -6.525 -0.364 -0.425
H -7.138 -1.460 0.831
H -5.446 -1.510 0.380
H -7.455 1.583 0.918
H -7.186 1.555 2.672
H -8.068 0.260 1.924
Br -0.294 0.899 -5.554
C -1.340 -5.664 -0.449
C -1.541 -4.794 0.811
C -1.935 -5.728 1.986
O -2.543 -3.934 0.605
H -2.256 -6.199 -0.717
H -1.042 -5.049 -1.298
H -0.549 -6.416 -0.295
H -0.535 -4.391 1.070
H -2.869 -6.270 1.782
H -2.065 -5.163 2.915
H -1.136 -6.482 2.164
K 8.742 1.015 -3.884
Na -2.494 -7.865 3.318
N 5.432 -0.141 2.229
O 4.663 0.676 1.658
O 6.587 0.227 2.576
O 5.058 -1.303 2.445
Cl 2.921 1.273 3.147
O -0.643 3.799 4.358
H -0.294 3.013 4.789
H -0.718 3.541 3.432
*
```


Record 3
Molecular formula: C4H7NO2
Method: DFT, wB97M-V/def2-TZVPD

ORCA input file:
```
! wB97M-V def2-TZVPD RIJCOSX def2/J DEFGRID3
* xyz 0 1
O -2.302 1.035 -0.014
C -1.285 0.843 -0.644
C -0.147 0.032 -0.107
C 1.229 0.171 -0.768
O 2.206 0.579 0.150
C -0.552 -1.232 0.581
N -0.115 -0.090 1.351
H -1.149 1.273 -1.657
H 1.169 0.916 -1.574
H 1.507 -0.784 -1.242
H 1.829 0.405 1.031
H 0.140 -2.072 0.566
H -1.611 -1.480 0.588
H -0.918 0.404 1.740
*
```

The value obtained for the energy above the lowest of the compared OMol25 structures with the same formula, charge and spin is 52.8 kcal/mol. The SMILES is O=C[C@]1(CO)CN1.


Record 4
Molecular formula: C26H32CaClO4
Method: DFT, wB97M-V/def2-TZVPD

ORCA input file:
```
! wB97M-V def2-TZVPD RIJCOSX def2/J DEFGRID3
* xyz -1 1
O 0.255 -0.174 -5.167
C -0.004 1.164 -5.752
C -0.096 0.651 -7.182
H 0.845 1.840 -5.569
H -0.953 1.600 -5.391
C 0.068 -0.732 -6.512
H 0.754 0.983 -7.782
H -1.070 0.862 -7.629
C 1.320 -1.497 -6.891
H 2.217 -0.890 -6.728
H 1.280 -1.847 -7.928
H 1.389 -2.363 -6.226
C -1.192 -1.583 -6.582
H -2.074 -1.026 -6.240
H -1.061 -2.452 -5.929
H -1.374 -1.933 -7.607
Ca -0.087 -0.152 1.707
C -2.643 -0.886 2.810
C -2.586 0.527 2.959
C -2.677 1.114 1.662
H -2.564 1.064 3.908
C -2.812 0.056 0.714
C -2.788 -1.179 1.426
H -2.935 -2.169 0.996
H -2.654 -1.617 3.617
H -2.734 2.180 1.435
H -3.001 0.175 -0.354
C 1.041 -2.423 3.094
C 0.139 -3.026 2.175
C 0.613 -2.764 0.857
H -0.711 -3.656 2.440
C 1.807 -1.987 0.963
C 2.077 -1.788 2.348
H 2.969 -1.320 2.764
H 1.013 -2.510 4.178
H 0.205 -3.167 -0.071
H 2.445 -1.671 0.138
O 0.407 0.440 -0.720
C -0.241 -0.543 -1.601
C -0.825 0.265 -2.737
H -1.019 -1.068 -1.023
H 0.524 -1.280 -1.914
C 0.120 1.479 -2.829
H -1.836 0.625 -2.510
H -0.850 -0.323 -3.643
C 0.453 1.750 -1.375
H -0.326 2.349 -3.320
H 1.039 1.198 -3.366
H -0.318 2.403 -0.925
H 1.450 2.176 -1.200
Cl 2.329 3.183 9.680
C 1.813 2.450 8.220
C 0.924 1.361 8.261
C 0.496 0.777 7.062
C 0.927 1.263 5.816
C 1.816 2.347 5.795
C 2.264 2.943 6.983
C 0.426 0.625 4.537
O -0.274 -0.424 4.621
O 0.742 1.187 3.414
H 0.585 0.982 9.223
H -0.179 -0.077 7.095
H 2.171 2.729 4.840
H 2.961 3.777 6.963
*
```

The value obtained for the energy above the lowest of the compared OMol25 structures with the same formula, charge and spin is 0.0 kcal/mol.


Record 5
Molecular formula: C10H8N3O6Ti
Method: DFT, wB97M-V/def2-TZVPD

ORCA input file:
```
! wB97M-V def2-TZVPD RIJCOSX def2/J DEFGRID3
* xyz 1 3
O -5.680 0.612 -2.793
C -4.965 1.442 -3.133
Ti -1.055 -0.744 -0.909
O -3.478 -0.758 1.225
C -2.601 -0.757 0.463
C -0.795 1.329 -1.815
O -0.302 2.301 -2.318
C -1.862 1.325 -0.708
O -2.490 2.241 -0.260
C -2.214 -1.777 -2.276
O -2.883 -2.357 -3.030
H -0.585 0.002 -2.263
C 3.464 -1.719 -0.057
N 2.467 -0.882 0.633
C 2.812 -0.122 1.730
C 1.881 0.689 2.310
C 0.590 0.776 1.748
N 0.255 -0.080 0.750
C 1.183 -0.916 0.247
O 0.763 -1.696 -0.709
N -0.340 1.649 2.148
H 4.423 -1.193 -0.032
H 3.154 -1.879 -1.092
H 3.573 -2.685 0.450
H 3.854 -0.222 2.035
H 2.128 1.310 3.166
H -0.104 2.311 2.877
H -1.192 1.801 1.613
*
```

The value obtained for the energy above the lowest of the compared OMol25 structures with the same formula, charge and spin is 30.9 kcal/mol.


Record 6
Molecular formula: C4H6N3OS
Method: DFT, wB97M-V/def2-TZVPD

ORCA input file:
```
! wB97M-V def2-TZVPD RIJCOSX def2/J DEFGRID3
* xyz -1 1
C -3.012 -1.330 0.247
C -4.228 -0.760 0.264
C -2.429 1.559 -0.246
C 5.266 -2.320 -0.239
N -1.801 -0.859 0.238
N -1.594 0.470 -0.001
N -1.966 2.747 -0.502
O 6.418 -2.480 -0.613
S -5.793 -0.607 0.015
H -2.922 -2.339 0.263
H -3.479 1.411 -0.209
H 4.466 -2.789 -0.723
H 4.950 -1.477 0.448
H -0.653 0.618 -0.200
H -2.680 3.415 -0.773
*
```

The value obtained for the energy above the lowest of the compared OMol25 structures with the same formula, charge and spin is 112.5 kcal/mol.


Total energy (hartree)
-2146.471804; -7003.906349; -361.796772; -2448.789240; -1850.744496; -793.586544